Record 1
{"formula": "C24H68B5Ca2O6", "method": "the ωB97M-V functional and the def2-TZVPD basis", "e_lumo_ev": 1.81, "charge": -1, "orbital_gap_ha": 0.255, "energy_ha": -2885.73600, "de_lowest_kcal_mol": 187.2, "species": ["Ca", "Ca", "O", "O", "O", "O", "O", "O", "C", "C", "C", "C", "C", "C", "C", "C", "C", "C", "C", "C", "C", "C", "C", "C", "C", "C", "C", "C", "C", "C", "C", "C", "B", "B", "B", "B", "B", "H", "H", "H", "H", "H", "H", "H", "H", "H", "H", "H", "H", "H", "H", "H", "H", "H", "H", "H", "H", "H", "H", "H", "H", "H", "H", "H", "H", "H", "H", "H", "H", "H", "H", "H", "H", "H", "H", "H", "H", "H", "H", "H", "H", "H", "H", "H", "H", "H", "H", "H", "H", "H", "H", "H", "H", "H", "H", "H", "H", "H", "H", "H", "H", "H", "H", "H", "H"], "coordinates": [[5.799, 5.342, -16.424], [8.364, 9.177, -16.050], [10.619, 3.925, -17.980], [8.112, 10.463, -17.945], [3.664, 6.253, -17.262], [3.750, 11.552, -21.059], [6.071, 5.079, -18.916], [6.454, 10.535, -15.441], [11.362, 2.719, -19.841], [5.629, 3.943, -19.684], [4.178, 11.001, -14.837], [6.366, 6.110, -19.908], [4.508, 11.549, -19.863], [6.427, 11.520, -14.466], [5.954, 5.673, -21.286], [10.360, 3.725, -20.292], [1.712, 7.167, -18.090], [6.072, 4.166, -21.126], [11.624, 2.957, -18.348], [9.080, 11.348, -19.928], [4.635, 9.362, -20.620], [4.554, 10.145, -19.305], [10.163, 4.675, -19.139], [4.131, 10.337, -21.720], [1.559, 7.214, -16.584], [8.964, 10.077, -19.096], [2.951, 6.876, -16.121], [2.705, 6.046, -18.388], [5.123, 10.029, -15.500], [5.088, 11.401, -13.696], [7.877, 11.852, -17.983], [8.976, 12.393, -18.819], [5.745, 5.783, -13.928], [10.051, 7.101, -16.529], [7.864, 4.016, -16.197], [6.647, 7.441, -17.093], [8.514, 8.543, -13.397], [5.604, 8.952, -20.906], [7.898, 12.307, -16.993], [9.457, 3.291, -20.720], [7.009, 3.698, -15.620], [6.191, 4.882, -14.321], [4.893, 5.531, -13.316], [5.420, 6.534, -14.631], [9.948, 9.820, -18.704], [5.037, 10.555, -13.011], [3.641, 9.974, -18.734], [11.481, 2.162, -17.616], [9.335, 7.046, -15.723], [7.927, 8.218, -14.242], [6.567, 6.168, -22.039], [4.236, 12.301, -19.122], [5.753, 6.959, -19.606], [7.292, 6.737, -17.595], [7.855, 8.646, -12.550], [4.883, 5.833, -21.408], [5.530, 11.867, -20.070], [8.923, 13.418, -19.188], [0.937, 6.430, -16.151], [5.475, 3.526, -21.775], [8.722, 3.385, -16.024], [10.110, 6.157, -17.048], [4.798, 10.419, -22.579], [4.711, 9.862, -16.495], [7.612, 4.096, -17.243], [6.749, 7.275, -16.031], [4.872, 12.274, -13.079], [10.936, 1.716, -19.858], [2.180, 5.091, -18.358], [12.282, 2.674, -20.423], [7.127, 3.906, -21.222], [10.870, 4.260, -21.093], [3.979, 8.491, -20.636], [8.969, 9.483, -13.669], [10.683, 5.618, -19.306], [7.174, 11.400, -13.682], [10.051, 11.349, -20.423], [1.386, 8.163, -16.076], [8.264, 11.380, -20.650], [12.583, 3.448, -18.183], [6.429, 6.394, -13.361], [2.075, 8.157, -18.365], [6.917, 12.159, -18.398], [0.795, 7.067, -18.671], [9.347, 7.891, -13.182], [5.444, 9.924, -18.716], [3.451, 7.800, -15.832], [2.895, 6.218, -15.254], [10.999, 7.436, -16.136], [6.548, 12.503, -14.920], [5.211, 9.062, -15.005], [9.132, 5.028, -19.132], [5.622, 7.222, -17.346], [3.905, 11.852, -15.459], [3.218, 10.654, -14.454], [6.953, 8.426, -17.411], [9.629, 7.811, -17.223], [3.269, 6.194, -19.309], [9.938, 12.391, -18.306], [8.583, 9.213, -19.641], [6.067, 3.010, -19.329], [7.434, 6.326, -19.889], [3.155, 9.925, -21.977], [8.022, 5.025, -15.850], [4.542, 3.959, -19.603]], "atomic_forces_ev_per_a": [[1.024, -1.101, 0.238], [0.806, -1.808, 1.563], [-0.783, 0.747, -0.683], [0.142, -0.339, -0.987], [-1.711, -0.839, -0.028], [0.753, -0.027, 0.376], [-0.033, -0.325, -2.029], [-0.450, 0.185, -0.897], [0.444, -2.643, 1.064], [0.248, 0.230, 0.016], [-0.134, 0.959, 1.018], [-0.287, 0.904, 1.131], [1.273, 0.943, 0.766], [0.014, 1.143, 2.904], [-0.888, -1.051, 0.453], [0.672, 0.860, -1.451], [-0.835, 0.860, -0.763], [0.571, -0.308, 0.054], [-0.926, 2.450, 0.040], [0.103, -0.546, 0.304], [-0.348, -0.505, -0.774], [0.245, -0.084, -0.797], [0.211, -0.574, 0.461], [-1.702, -0.912, 1.081], [0.393, -0.930, 0.644], [0.271, 0.479, 0.175], [0.635, -0.251, -0.407], [0.558, 1.735, 1.944], [-1.541, -1.713, -0.856], [0.142, 0.235, -0.265], [-0.029, 1.376, 0.513], [1.359, 0.607, -1.299], [-0.298, -0.133, 0.759], [0.321, -0.161, 0.182], [0.537, -0.645, -0.093], [0.229, 0.832, -0.486], [-0.127, -0.228, 0.285], [0.320, 0.319, 0.502], [0.033, -0.453, 0.317], [-0.084, -0.069, 0.314], [-3.463, -1.950, 2.092], [1.549, -2.957, -1.363], [-3.543, -1.077, 2.471], [-1.644, 2.686, -3.203], [-0.100, -0.222, 0.152], [0.762, -0.087, 0.090], [0.065, -0.398, -0.030], [0.142, -0.357, -0.478], [-2.692, -0.336, 3.120], [-2.415, -1.718, -2.930], [-0.236, -0.249, -0.165], [-0.990, 0.052, -0.251], [0.599, 0.332, 0.136], [2.309, -2.495, -1.678], [-2.502, 0.682, 3.226], [-0.055, 0.642, -0.396], [0.466, -0.098, -0.498], [-0.686, 0.005, 0.006], [-0.610, 0.203, -0.389], [0.077, 0.222, -0.310], [3.001, -2.286, 0.602], [0.242, -3.188, -1.693], [0.019, 0.470, 0.101], [0.959, -0.148, -0.446], [-0.984, 0.006, -4.347], [0.699, -0.008, 3.847], [-0.144, 0.265, -0.407], [-0.051, -0.186, -0.484], [0.373, -0.278, 0.122], [-0.014, 0.180, -0.014], [0.040, -0.344, 0.015], [-0.412, 0.256, -0.412], [-0.061, -0.071, 0.223], [1.944, 4.640, -1.292], [0.765, -0.079, 0.366], [0.712, -0.324, -0.523], [-0.167, 0.151, -0.221], [-0.845, 0.128, -0.648], [0.023, 0.318, -0.085], [0.414, -0.215, 0.036], [2.708, 1.716, 2.270], [0.543, -0.112, -0.352], [-0.323, -0.577, -0.206], [-0.245, -0.233, 0.209], [2.847, -2.624, 0.650], [-0.173, 0.208, 0.323], [0.602, -0.339, -0.172], [0.582, -0.125, -0.119], [3.804, 1.492, 1.407], [-0.152, 0.252, -0.070], [-0.598, -0.153, 0.175], [-0.249, -0.568, 1.107], [-3.535, 0.196, -1.232], [0.341, 0.082, -0.391], [0.156, -0.765, -0.229], [0.468, 3.519, -1.417], [-1.518, 3.386, -3.497], [-0.026, -0.173, 0.066], [0.001, -0.245, 0.425], [-0.400, 0.047, 0.405], [-0.159, 0.128, 0.521], [-0.042, 0.161, 0.331], [0.175, 0.046, -1.029], [0.770, 3.814, 1.334], [-0.254, -0.519, -0.140]], "lowdin_charge": [1.299, 1.335, -0.147, -0.293, -0.272, -0.119, -0.247, -0.226, -0.185, -0.177, -0.164, -0.200, -0.240, -0.215, -0.164, -0.191, -0.169, -0.161, -0.167, -0.152, -0.153, -0.140, -0.186, -0.177, -0.164, -0.134, -0.167, -0.119, -0.191, -0.147, -0.222, -0.167, -0.432, -0.415, -0.452, -0.584, -0.436, 0.102, 0.120, 0.095, -0.091, -0.086, -0.059, -0.107, 0.122, 0.126, 0.105, 0.120, -0.061, -0.125, 0.120, 0.122, 0.093, -0.012, -0.054, 0.104, 0.098, 0.120, 0.114, 0.114, -0.033, -0.046, 0.116, 0.106, -0.065, -0.041, 0.114, 0.101, 0.120, 0.101, 0.103, 0.101, 0.093, -0.087, 0.111, 0.123, 0.118, 0.116, 0.109, 0.107, -0.033, 0.100, 0.111, 0.111, -0.039, 0.099, 0.107, 0.125, -0.045, 0.116, 0.134, 0.101, -0.047, 0.110, 0.116, -0.056, -0.110, 0.107, 0.122, 0.130, 0.131, 0.123, 0.112, -0.039, 0.110]}

Record 2
{"formula": "C24H68N3O12", "method": "the ωB97M-V functional and the def2-TZVPD basis", "e_lumo_ev": 2.07, "charge": -1, "orbital_gap_ha": 0.289, "energy_ha": -2021.74860, "de_lowest_kcal_mol": 0.0, "species": ["O", "O", "O", "O", "O", "O", "O", "O", "O", "O", "O", "O", "N", "N", "N", "C", "C", "C", "C", "C", "C", "C", "C", "C", "C", "C", "C", "C", "C", "C", "C", "C", "C", "C", "C", "C", "C", "C", "C", "H", "H", "H", "H", "H", "H", "H", "H", "H", "H", "H", "H", "H", "H", "H", "H", "H", "H", "H", "H", "H", "H", "H", "H", "H", "H", "H", "H", "H", "H", "H", "H", "H", "H", "H", "H", "H", "H", "H", "H", "H", "H", "H", "H", "H", "H", "H", "H", "H", "H", "H", "H", "H", "H", "H", "H", "H", "H", "H", "H", "H", "H", "H", "H", "H", "H", "H", "H"], "coordinates": [[2.931, -5.457, -3.139], [1.492, 8.953, 4.541], [-1.332, 2.485, 4.321], [1.710, -1.385, 3.499], [1.044, -0.766, 0.983], [5.784, -0.009, 0.789], [1.671, 1.818, 1.118], [-7.001, -1.467, -6.046], [-1.922, -2.333, -3.853], [-4.609, -1.146, 0.041], [1.853, -0.900, -1.503], [1.138, -3.607, 1.244], [0.375, 5.427, 4.980], [4.385, -2.282, -1.715], [-4.137, -0.596, -3.610], [-0.339, 3.208, 4.827], [5.046, -2.032, -0.501], [0.309, 6.883, 4.664], [-4.014, -0.431, -1.122], [1.636, 7.619, 4.996], [-3.781, -1.526, 1.077], [4.173, -3.798, -1.843], [-4.828, -1.247, -4.706], [-7.421, -2.762, -5.804], [3.069, -1.386, 3.291], [3.205, -4.100, -3.137], [-0.342, -0.951, 1.249], [5.488, 1.387, 1.161], [-6.369, -0.774, -4.920], [1.107, -0.239, -2.553], [0.573, 2.545, 0.727], [-1.760, -2.935, -2.584], [2.007, -5.836, -4.073], [0.615, -4.082, -0.033], [-0.756, 4.606, 4.651], [-4.959, -0.672, -2.354], [2.032, 9.109, 3.286], [4.807, -0.465, -0.201], [-0.929, 1.149, 4.099], [3.519, -2.348, 3.349], [-3.146, -2.364, 0.992], [-0.006, 1.986, 0.120], [-6.499, -3.403, -5.409], [-0.418, 0.657, 4.961], [-1.024, -2.482, -1.877], [0.606, 3.171, 4.466], [1.398, 10.092, 2.915], [1.362, 0.911, -2.696], [3.391, -0.821, 4.142], [1.262, -1.035, 2.673], [1.481, -0.531, -0.645], [-1.865, 0.505, 3.654], [2.586, 7.071, 4.567], [0.061, -0.319, -2.082], [4.923, -4.394, -1.754], [-1.380, -3.983, -2.672], [-4.321, -1.064, -5.626], [1.028, -2.675, 1.177], [1.165, 5.156, 4.298], [-0.464, -4.263, 0.176], [-6.361, 0.387, -5.020], [3.523, -1.903, -1.756], [1.399, 0.946, 1.073], [4.791, -2.670, 0.387], [1.716, -6.966, -4.072], [3.905, -3.942, -4.059], [1.239, -4.922, -0.209], [1.102, -0.814, -3.441], [-7.045, -0.880, -4.108], [3.696, -0.231, -0.083], [3.668, -4.267, -1.073], [-0.116, 1.166, 3.464], [1.837, 7.790, 6.070], [-0.659, -1.629, 2.054], [4.649, 1.353, 1.837], [4.944, -0.122, -1.017], [5.236, 2.051, 0.402], [-0.835, -1.410, 0.355], [1.730, 8.449, 2.512], [-0.551, 7.319, 4.880], [-0.261, 2.947, 5.898], [6.479, 1.727, 1.731], [-3.927, 0.730, -0.855], [-3.862, 0.376, -3.861], [-0.146, 2.552, 1.595], [-3.123, -0.785, 1.397], [-5.447, -1.587, -2.179], [1.995, -5.649, -5.282], [0.332, 7.063, 3.509], [0.928, -3.317, -0.851], [-1.746, 4.862, 5.336], [-0.881, 4.675, 3.571], [-7.740, -2.992, -6.823], [-5.705, 0.134, -2.391], [2.334, -3.464, -3.153], [-2.922, -1.876, -3.859], [3.154, -1.086, 2.289], [0.935, 3.620, 0.358], [-4.211, -1.966, 1.740], [-0.891, -0.012, 1.439], [-2.644, -3.121, -2.086], [0.987, -5.331, -3.830], [-4.808, -2.429, -4.701], [3.062, 9.365, 3.339], [-8.438, -2.661, -5.248], [-3.039, -1.019, -1.275], [6.111, -2.332, -0.580]], "atomic_forces_ev_per_a": [[0.140, -1.285, -0.184], [0.172, -1.161, 0.293], [-1.940, -2.816, -1.702], [-3.131, -0.271, 0.068], [-1.600, -0.074, 0.874], [-1.810, 1.469, -1.140], [2.255, 3.221, 0.249], [1.957, 3.003, 0.676], [-3.190, 1.212, 0.215], [-0.929, 0.833, -2.038], [-0.049, 1.203, -0.965], [-0.240, -1.597, -0.922], [2.625, 1.852, -0.893], [2.949, -5.416, -1.113], [-0.952, -0.636, 0.364], [-1.732, 1.301, 4.185], [0.723, 1.524, 2.644], [4.811, -2.643, -3.708], [0.283, -0.663, 1.522], [0.270, -0.440, 1.412], [4.884, 3.700, -6.763], [-6.186, 5.020, -3.301], [-2.600, -1.481, -0.581], [-0.424, -0.139, 0.355], [-0.720, -0.063, 0.722], [4.880, 0.781, -0.147], [-0.153, 0.312, -1.774], [2.954, -2.291, 2.824], [1.197, 0.647, -1.268], [-1.484, 1.535, 3.297], [0.925, 3.362, 2.724], [2.560, -1.202, -0.513], [-4.823, -1.178, -2.447], [1.100, 2.182, 1.025], [-1.712, 1.838, 1.003], [2.168, 2.858, 0.603], [-2.908, 4.919, -1.291], [-1.438, -6.268, 9.773], [-2.683, -1.823, 0.450], [0.232, -1.292, 0.181], [1.687, -1.277, -2.195], [-1.696, -1.329, -3.383], [-2.607, 0.787, -0.525], [-1.129, 0.240, 0.204], [-0.552, 0.356, -0.720], [3.057, -1.100, -1.976], [2.020, -1.829, 0.502], [-0.244, -2.365, 0.106], [1.549, 0.960, -0.157], [1.045, -0.544, 0.592], [0.393, -1.026, -0.009], [2.527, 1.652, 1.266], [-1.860, 0.954, 0.512], [0.819, 0.686, -1.453], [6.018, -2.955, -0.946], [0.098, 0.569, -0.444], [0.366, 0.528, -0.723], [0.389, 1.846, 0.326], [-1.494, -0.077, 1.688], [0.563, -0.109, -1.137], [-0.009, -1.940, -0.743], [-3.649, 1.762, 0.180], [-0.504, -4.127, 0.080], [-0.801, 0.491, -0.482], [1.131, 1.797, 0.617], [-1.481, 0.436, 1.181], [-0.206, -1.352, -0.537], [0.329, -0.367, -0.999], [-0.198, -0.670, 1.304], [1.327, -0.498, 1.162], [-2.191, 0.033, 2.427], [1.473, -0.174, -2.285], [-0.253, -0.806, -0.238], [0.666, -0.087, 0.391], [-0.287, 0.184, 0.514], [2.657, 5.184, -10.542], [-0.089, 0.895, -1.884], [0.062, 0.255, 0.228], [0.120, -1.464, -0.356], [-3.613, 2.121, 2.123], [0.378, 0.252, 0.120], [-2.268, -0.460, -1.203], [0.257, -2.546, -0.599], [-0.421, -1.116, 0.422], [0.452, 1.231, -0.211], [0.780, 1.691, 0.875], [-0.371, -1.379, -0.346], [1.456, 0.199, 2.665], [-0.380, -0.647, 1.228], [-1.207, -1.088, 1.151], [2.503, -0.435, -2.027], [-1.241, 0.299, -0.218], [0.259, -1.168, 0.179], [-0.103, -0.304, 0.213], [-0.391, 0.220, 0.078], [3.934, -1.046, 0.442], [1.394, 1.256, -1.238], [-1.292, -2.313, 0.650], [-6.660, -3.604, 8.379], [0.156, 0.062, -0.044], [-2.297, 0.166, 1.218], [1.347, -0.607, -0.207], [0.037, 2.204, 0.786], [1.063, -0.090, -0.309], [1.901, -1.030, 0.079], [-1.013, 1.639, -0.160], [-0.086, 0.935, -0.297]], "lowdin_charge": [-0.201, -0.215, -0.170, -0.164, -0.390, -0.192, -0.112, -0.248, -0.189, -0.178, -0.213, -0.146, -0.084, -0.024, -0.094, -0.352, -0.211, -0.183, -0.128, -0.220, -0.123, -0.101, -0.211, -0.148, -0.176, -0.185, -0.263, -0.087, -0.167, -0.129, -0.188, -0.212, -0.202, -0.131, -0.236, -0.168, -0.165, -0.151, -0.089, 0.062, 0.088, 0.021, 0.121, 0.101, 0.055, 0.094, 0.141, 0.107, 0.073, 0.024, 0.037, 0.145, 0.154, 0.082, 0.043, 0.080, 0.106, -0.026, 0.143, 0.083, 0.144, 0.006, -0.040, 0.118, 0.097, 0.144, 0.049, 0.045, 0.079, 0.133, 0.075, 0.028, 0.118, 0.082, 0.062, -0.002, 0.047, 0.058, 0.060, 0.062, 0.143, 0.120, 0.158, 0.150, 0.073, 0.068, 0.106, 0.120, 0.133, 0.093, 0.186, 0.118, 0.079, 0.111, 0.099, 0.089, 0.052, 0.126, -0.004, 0.049, 0.038, 0.088, 0.139, 0.070, 0.112, 0.115, 0.116]}

> Which value of charge does entry 1 give?

-1

> Look up the charge of the first one.

-1

> Look up the charge of the second one.

-1